Density functional theory data (ωB97M-V with the def2-TZVPD basis set) for an isolated molecule of C4H3Cl3.

Structure (XYZ):
```
10
Properties=species:S:1:pos:R:3:mulliken_charge:R:1
C -0.190 0.760 -0.487 -0.531
C -1.291 0.447 0.204 0.073
C 0.521 -0.501 -0.057 0.007
C -0.782 -0.931 0.656 -0.199
Cl -2.737 1.126 0.594 -0.187
Cl 1.773 0.195 0.935 -0.205
Cl -1.492 -2.371 -0.014 -0.184
H 0.351 1.517 -1.035 0.424
H 0.872 -1.307 -0.695 0.386
H -0.912 -0.919 1.684 0.415
```

Computed properties:
Orbital gap: 10.5 eV
E_tot: -1534.7278 hartree
Relative energy (zero: lowest compared OMol25 entry of this formula, charge and spin): 15.7 kcal/mol
SMILES string: ClC1=C[C@@H](Cl)[C@@H]1Cl